Entry 1:
Density functional theory data (ωB97M-V/def2-TZVPD) for a molecular structure, C39H53InN4O4S at a distorted geometry.

Results
highest occupied orbital energy	-7.7	eV
DFT total energy	-2626.29144	a.u.
multiplicity	1

```
102
Properties=species:S:1:pos:R:3:forces:R:3:mulliken_charge:R:1
In -0.674 0.004 0.873 0.418 0.239 0.035 1.84
N 0.524 -0.197 3.088 0.120 0.073 -0.224 -0.29
C -0.267 -1.023 3.991 -0.449 -0.179 0.274 -0.63
C -1.746 -1.110 3.562 0.446 -0.080 0.250 0.48
O -2.594 -1.426 4.383 -0.096 -0.128 0.441 -0.76
N -1.982 -0.829 2.289 0.643 0.236 -0.771 0.37
C -3.334 -0.725 1.837 -0.569 -0.040 -0.104 -0.76
C -3.488 0.234 0.647 -0.700 -0.363 0.236 0.60
O -4.582 0.326 0.119 -0.505 -0.054 -0.044 -0.78
O -2.468 0.900 0.237 0.944 0.405 -0.077 -0.76
H 1.515 -0.408 3.153 -0.056 0.098 -0.022 0.10
H 0.415 0.784 3.338 0.185 -0.068 0.063 0.01
H -0.256 -0.653 5.026 -0.036 -0.098 -0.215 0.48
H 0.129 -2.042 4.006 0.007 0.109 0.003 0.22
H -3.977 -0.371 2.654 0.009 -0.075 -0.171 0.54
H -3.716 -1.696 1.499 -0.094 0.176 0.099 0.26
C -0.582 -1.943 -4.856 0.032 0.087 0.075 -1.76
C 0.449 -1.413 -3.847 -0.034 -0.037 -0.193 1.06
C 1.725 -1.110 -4.647 -0.169 0.157 0.201 -1.89
C 0.713 -2.399 -2.720 -0.027 0.045 0.103 1.48
C 0.867 -3.722 -3.117 0.082 0.009 0.114 -0.46
C 1.030 -4.748 -2.211 -0.010 0.071 -0.036 -1.77
C 1.018 -4.448 -0.867 0.048 0.043 -0.070 -0.27
C 0.876 -3.145 -0.412 -0.037 0.185 -0.133 0.58
C 0.859 -2.961 1.085 -0.044 -0.233 0.046 2.93
C 2.207 -3.358 1.694 -0.089 0.321 -0.043 -1.90
C -0.294 -3.759 1.699 -0.075 0.258 -0.005 -1.78
C 0.746 -2.088 -1.333 0.445 -1.192 -0.355 -0.83
N 0.606 -0.764 -0.874 -0.388 1.339 0.528 0.68
C 1.146 0.182 -1.580 0.357 -0.749 0.052 -1.01
C 0.992 1.596 -1.532 -0.049 0.846 0.160 0.34
C 1.278 2.262 -2.744 -0.189 -0.013 -0.009 -1.04
C 1.272 3.625 -2.855 0.090 0.022 -0.175 -1.02
C 1.113 4.392 -1.698 -0.009 -0.121 0.103 -1.00
C 0.929 3.784 -0.487 -0.123 0.059 -0.085 -0.67
C 0.772 2.379 -0.364 0.161 0.401 -0.412 0.66
N 0.541 1.836 0.845 -0.690 -1.129 -0.088 0.80
C 1.147 2.488 1.938 0.299 0.286 0.430 -1.58
C 0.426 3.189 2.921 0.053 0.223 -0.007 0.88
C 1.128 3.713 4.005 0.123 -0.090 0.120 -0.72
C 2.496 3.599 4.124 0.049 0.063 0.009 -1.68
C 3.206 2.980 3.115 -0.039 -0.050 0.002 -0.20
C 2.558 2.420 2.027 -0.125 -0.079 0.050 1.25
C 3.414 1.806 0.937 0.127 -0.053 -0.078 1.65
C 4.178 2.919 0.209 -0.176 -0.177 -0.075 -1.62
C 4.382 0.743 1.462 -0.225 0.115 -0.118 -1.61
C -1.063 3.490 2.932 -0.275 -0.085 -0.048 0.54
C -1.854 2.362 3.596 0.108 0.207 -0.036 -2.00
C -1.704 3.825 1.589 0.129 0.012 0.065 -1.45
H -0.965 -1.116 -5.451 -0.043 0.069 -0.102 0.44
H -1.415 -2.430 -4.359 -0.029 -0.053 -0.089 0.20
H -0.124 -2.654 -5.542 -0.031 -0.049 -0.057 0.58
H 0.042 -0.489 -3.422 0.053 -0.088 -0.152 0.15
H 2.063 -2.014 -5.148 0.051 -0.076 -0.046 0.46
H 2.548 -0.757 -4.030 0.121 0.054 0.047 0.32
H 1.511 -0.358 -5.403 0.053 0.063 -0.138 0.45
H 0.847 -3.959 -4.167 -0.018 -0.001 -0.186 0.32
H 1.142 -5.767 -2.551 0.035 -0.096 -0.018 0.39
H 1.131 -5.246 -0.151 -0.003 -0.085 0.118 0.44
H 0.681 -1.906 1.304 0.255 -0.177 0.141 -1.81
H 2.408 -4.418 1.551 -0.007 -0.070 -0.034 0.35
H 2.220 -3.160 2.764 -0.024 0.003 0.164 0.42
H 3.017 -2.792 1.236 0.125 0.009 -0.039 0.42
H -0.277 -4.805 1.402 0.079 -0.075 -0.039 0.42
H -1.236 -3.322 1.376 -0.167 -0.081 0.006 0.18
H -0.256 -3.725 2.784 -0.023 -0.005 0.116 0.44
H 1.866 -0.129 -2.334 -0.237 -0.072 -0.085 1.05
H 1.457 1.660 -3.622 0.079 -0.121 -0.163 0.44
H 1.425 4.105 -3.809 0.042 -0.013 -0.099 0.44
H 1.147 5.471 -1.756 0.034 0.082 0.010 0.46
H 0.858 4.379 0.412 -0.036 0.004 -0.032 0.66
H 0.581 4.236 4.775 -0.131 0.087 0.065 0.48
H 3.013 4.022 4.972 0.018 0.045 0.106 0.40
H 4.283 2.934 3.177 0.140 -0.024 0.001 0.38
H 2.771 1.306 0.211 0.077 0.070 0.149 -1.00
H 4.879 3.410 0.880 0.104 0.053 0.093 0.36
H 3.486 3.667 -0.171 0.045 0.057 -0.031 0.30
H 4.734 2.510 -0.632 0.106 -0.030 -0.099 0.43
H 5.081 1.152 2.187 0.086 0.012 0.103 0.33
H 4.956 0.337 0.631 0.079 -0.084 -0.032 0.44
H 3.831 -0.072 1.929 0.020 -0.132 0.105 0.32
H -1.170 4.378 3.569 0.056 -0.134 -0.077 0.72
H -1.898 1.504 2.930 -0.096 -0.111 0.062 0.51
H -2.874 2.695 3.781 -0.096 -0.100 0.040 0.65
H -1.406 2.065 4.544 -0.026 -0.074 0.095 0.31
H -1.707 2.969 0.920 -0.051 0.109 -0.040 -0.02
H -1.197 4.659 1.110 -0.013 0.088 -0.091 0.38
H -2.739 4.113 1.760 -0.105 0.042 -0.018 0.53
O -2.089 -1.685 -0.604 0.350 -0.082 1.240 -0.87
S -2.316 -1.815 -2.063 -1.164 0.010 -0.751 0.64
C -3.258 -0.348 -2.660 0.305 -0.171 -0.099 -0.40
C -4.386 -0.902 -3.507 -0.125 -0.088 0.012 -0.72
C -4.969 -2.040 -2.676 -0.112 0.051 -0.058 -0.55
C -3.794 -2.918 -2.281 0.267 0.242 -0.145 -0.97
H -2.569 0.292 -3.206 0.090 0.061 -0.022 0.42
H -3.648 0.181 -1.790 0.091 -0.065 0.119 0.05
H -4.004 -1.279 -4.461 -0.065 -0.003 -0.064 0.29
H -5.135 -0.138 -3.713 0.069 0.046 -0.046 0.37
H -5.722 -2.606 -3.227 0.003 -0.012 0.057 0.39
H -5.428 -1.618 -1.782 -0.041 -0.006 0.017 0.31
H -3.530 -3.622 -3.071 0.021 -0.053 -0.001 0.39
H -3.941 -3.457 -1.350 0.189 -0.018 0.120 0.39
```
Forces are in eV/Å.

=====

Entry 2:
Density functional theory data (ωB97M-V/def2-TZVPD) for a molecular structure, C39H53N3O2SSi3Ti.

Results
highest occupied orbital energy	-7.7	eV
ΔE to the lowest compared entry with this formula, charge and spin	0.0	kcal per mole
DFT total energy	-3948.94703	a.u.
multiplicity	1

```
102
Properties=species:S:1:pos:R:3:forces:R:3:mulliken_charge:R:1
Ti -0.545 0.267 0.399 0.059 0.026 -0.290 -3.68
C -1.079 -1.219 5.233 0.003 0.013 0.009 -1.18
Si -1.690 -0.595 3.559 -0.018 0.001 0.018 0.81
C -2.547 -2.049 2.748 -0.011 -0.004 -0.006 -0.95
C -2.985 0.683 4.071 0.004 0.020 0.001 -1.42
C -0.283 0.135 2.514 -0.014 -0.044 -0.064 2.30
Si 0.133 1.889 3.116 0.017 0.023 0.033 1.07
C 1.739 2.540 2.374 0.009 0.005 0.004 -0.82
C 0.353 2.028 4.985 -0.019 -0.006 0.008 -1.21
C -1.221 3.153 2.754 -0.014 -0.005 -0.021 -1.18
Si 1.204 -0.998 2.726 0.018 -0.027 -0.005 -0.87
C 0.994 -2.858 2.810 -0.014 0.005 -0.015 -0.72
C 2.337 -0.635 4.186 -0.004 0.023 0.015 -1.35
C 2.285 -0.597 1.210 -0.026 0.018 0.007 0.68
C 3.657 -0.809 1.136 0.009 0.015 -0.002 -0.55
C 4.377 -0.330 0.056 -0.007 -0.009 -0.008 -0.79
C 3.707 0.370 -0.936 0.040 -0.005 -0.016 -1.48
C 2.340 0.531 -0.821 -0.021 -0.007 0.018 -0.64
N 1.649 0.051 0.214 0.058 -0.041 -0.017 1.17
H -1.959 -1.535 5.802 -0.001 -0.001 -0.002 0.42
H -0.585 -0.433 5.807 -0.003 -0.014 -0.002 0.27
H -0.409 -2.074 5.178 0.014 -0.025 0.003 0.29
H -3.405 -2.334 3.364 0.007 -0.003 0.002 0.61
H -1.880 -2.910 2.684 0.003 0.001 -0.010 0.25
H -2.901 -1.834 1.740 -0.010 0.007 -0.006 0.09
H -2.681 1.171 5.000 -0.001 0.000 -0.003 0.24
H -3.924 0.160 4.274 0.003 -0.005 0.002 0.54
H -3.189 1.470 3.350 -0.007 0.010 0.028 0.29
H 2.601 1.903 2.581 0.003 0.003 -0.008 0.16
H 1.944 3.520 2.816 0.001 -0.001 0.004 0.60
H 1.662 2.666 1.294 0.009 -0.004 0.014 -0.21
H 1.123 1.382 5.404 0.003 0.006 0.006 0.34
H -0.580 1.833 5.516 0.011 0.006 0.003 0.27
H 0.634 3.063 5.202 -0.005 0.004 -0.005 0.45
H -1.873 2.872 1.926 -0.007 0.007 0.000 0.05
H -0.758 4.111 2.502 -0.001 -0.001 0.003 0.54
H -1.839 3.315 3.638 0.000 0.000 -0.003 0.48
H 0.683 -3.193 3.799 0.005 0.000 0.026 0.36
H 1.979 -3.296 2.619 -0.002 0.001 -0.009 0.32
H 0.305 -3.244 2.067 -0.001 -0.017 0.017 -0.09
H 1.814 -0.798 5.130 0.003 -0.001 0.005 0.40
H 2.753 0.372 4.193 0.004 -0.004 0.011 0.39
H 3.169 -1.345 4.155 -0.004 -0.004 -0.001 0.45
H 4.158 -1.331 1.942 -0.003 0.000 0.001 0.47
H 5.447 -0.482 -0.006 0.001 0.006 0.004 0.43
H 4.232 0.790 -1.782 -0.026 0.002 -0.023 0.61
H 1.771 1.068 -1.566 0.020 0.010 0.005 0.81
C 0.236 -0.573 -3.112 0.015 0.063 0.065 -1.99
N -0.674 -0.114 -2.064 -0.071 -0.066 0.027 1.30
C -1.922 -0.249 -2.326 -0.058 -0.003 -0.025 -0.74
C -2.928 0.029 -1.360 0.014 -0.046 0.034 -0.34
C -4.305 0.126 -1.497 -0.008 0.006 -0.034 -1.20
C -4.803 0.447 -0.226 0.000 0.005 0.014 -1.28
C -3.706 0.515 0.621 -0.023 0.016 -0.055 -0.86
N -2.561 0.261 -0.054 -0.084 0.006 0.102 2.40
C 0.786 0.566 -3.946 -0.072 0.052 0.013 0.56
C -0.071 1.518 -4.494 -0.025 0.007 0.030 -0.03
C 0.425 2.575 -5.239 0.042 0.018 -0.029 -0.77
C 1.793 2.700 -5.450 -0.048 -0.001 -0.001 -0.46
C 2.654 1.748 -4.928 -0.003 -0.028 0.011 -0.85
C 2.148 0.688 -4.185 0.044 -0.037 -0.061 -0.07
H -0.293 -1.276 -3.763 0.059 -0.026 -0.043 0.72
H 1.058 -1.127 -2.653 -0.016 0.009 0.051 0.35
H -2.255 -0.624 -3.298 0.024 0.020 -0.011 0.49
H -4.864 -0.014 -2.409 0.003 -0.004 0.002 0.57
H -5.832 0.601 0.055 0.000 0.001 0.001 0.50
H -3.701 0.711 1.677 0.000 -0.010 0.003 0.14
H -1.138 1.449 -4.318 0.014 -0.021 0.004 0.29
H -0.256 3.309 -5.650 0.000 0.003 0.000 0.42
H 2.182 3.532 -6.023 0.002 -0.001 -0.003 0.39
H 3.720 1.828 -5.097 -0.003 0.000 -0.001 0.42
H 2.823 -0.062 -3.789 0.023 -0.003 0.039 0.62
C -1.856 3.306 -1.342 0.006 -0.031 0.001 -1.24
C -0.533 3.255 -0.595 -0.010 0.085 0.025 0.55
C 0.649 3.541 -1.506 0.031 -0.019 0.060 -1.17
O -0.386 2.003 0.044 0.060 0.035 -0.031 0.03
H -1.845 2.597 -2.172 -0.002 0.009 0.002 0.09
H -2.019 4.309 -1.740 -0.002 0.004 -0.005 0.54
H -2.688 3.048 -0.686 0.001 -0.004 0.017 0.18
H -0.543 4.006 0.203 -0.025 -0.015 0.002 0.24
H 0.700 2.803 -2.308 0.003 0.024 -0.023 -0.04
H 1.586 3.531 -0.946 -0.002 -0.015 -0.007 0.23
H 0.536 4.527 -1.960 -0.002 0.000 -0.010 0.55
C -0.828 -10.999 1.103 0.123 -0.021 -0.051 -1.06
C -0.631 -9.518 0.897 -0.373 0.052 0.136 0.72
O -0.222 -8.776 1.745 0.146 -0.021 -0.043 -0.52
S -1.185 -8.972 -0.717 0.051 0.000 -0.023 -0.24
C -1.008 -7.218 -0.557 0.026 -0.031 -0.009 0.05
C -2.142 -6.420 -0.456 0.017 0.002 -0.005 -0.64
C -2.014 -5.046 -0.345 -0.013 -0.007 0.000 -0.52
C -0.749 -4.452 -0.322 -0.011 0.007 -0.006 -0.37
C 0.383 -5.267 -0.420 0.015 -0.008 -0.010 -0.25
C 0.254 -6.638 -0.544 -0.010 0.025 0.003 -0.54
C -0.622 -3.035 -0.169 0.017 -0.002 -0.093 0.59
C -0.535 -1.839 0.038 0.027 -0.019 0.206 0.43
H 0.061 -11.408 1.579 0.009 -0.024 0.006 0.30
H -1.030 -11.522 0.170 0.006 -0.014 0.000 0.36
H -1.672 -11.140 1.780 0.008 0.039 -0.019 0.28
H -3.122 -6.879 -0.462 -0.005 0.001 0.005 0.43
H -2.891 -4.418 -0.263 0.000 -0.002 0.000 0.51
H 1.364 -4.810 -0.400 -0.001 0.003 0.004 0.49
H 1.133 -7.265 -0.621 -0.002 0.002 0.002 0.41
```
Forces are in eV/Å.